1.
Formula: C4H8O2
Source: OMol25
Level of theory: ωB97M-V/def2-TZVPD

```
14
Properties=species:S:1:pos:R:3:forces:R:3
C 1.742497 0.546454 0.003086 -0.005 -0.034 -0.074
C 0.904698 -0.667759 0.343304 0.250 0.045 -0.004
O -0.080371 -0.434166 1.347592 -0.069 -0.011 0.207
C -0.529497 -0.852180 0.063255 -0.179 -0.097 -0.187
C -1.395388 0.142574 -0.674416 0.235 -0.089 -0.314
O -2.424030 0.631505 0.155762 0.032 0.121 0.250
H 1.267482 1.225610 -0.711163 0.039 -0.142 0.125
H 2.719441 0.252851 -0.392241 -0.181 0.013 -0.013
H 1.910323 1.101388 0.931983 0.029 -0.054 -0.151
H 1.468953 -1.591863 0.489846 -0.065 0.188 0.096
H -0.915470 -1.873003 0.073785 0.080 0.110 -0.068
H -1.880856 -0.366553 -1.512719 0.072 0.085 0.081
H -0.792991 0.962806 -1.091310 -0.094 -0.080 0.133
H -1.994797 0.922342 0.973237 -0.146 -0.054 -0.082
```
Positions in Å, forces in eV/Å.

## Properties
HOMO (eV): -10.22
SMILES: C[C@H]1O[C@H]1CO
Kohn-Sham gap (eV): 11.28
Calculated total energy (hartree): -307.63726
Energy relative to the best compared isomer or geometry (same formula, charge and spin) (kcal per mole): 47.2

And the natural (NBO) charges, in e, turn out to be:
1. C -0.65
2. C 0.07
3. O -0.50
4. C 0.03
5. C -0.09
6. O -0.71
7. H 0.21
8. H 0.22
9. H 0.23
10. H 0.18
11. H 0.18
12. H 0.19
13. H 0.16
14. H 0.47

---

2.
Formula: C6H17NO
Source: OMol25
Level of theory: ωB97M-V/def2-TZVPD

```
25
Properties=species:S:1:pos:R:3:forces:R:3
C 0.611165 1.185508 -3.010206 0.369 0.747 -0.090
C 0.630180 1.862847 -1.611459 0.166 -1.224 -1.166
C 0.671802 0.796790 -0.504085 -1.476 1.157 0.283
C -0.680515 0.055433 -0.325511 0.690 -0.359 -0.987
N -0.755836 -0.625538 0.951790 0.240 -0.216 0.641
C -1.939491 -0.304523 1.712048 0.557 0.537 0.994
C -0.368148 -2.044489 1.011253 -0.509 1.717 0.521
H 0.263764 1.894895 -3.768008 0.056 -0.070 0.023
H 1.635869 0.922072 -3.281891 -0.103 -0.239 -0.059
H -0.016295 0.304373 -3.098613 -0.095 -0.109 0.206
H -0.228504 2.533923 -1.589060 -0.035 -0.026 0.622
H 1.544029 2.454794 -1.591938 -0.088 0.228 0.228
H 0.866972 1.301954 0.444526 0.347 -0.241 0.044
H 1.427346 0.049262 -0.732556 0.307 0.075 0.199
H -1.574081 0.661880 -0.455578 0.196 0.630 0.217
H -0.731242 -0.590056 -1.220350 -0.247 -0.542 0.496
H -2.814396 -0.841265 1.335427 -0.418 0.371 0.037
H -2.012421 0.785133 1.802322 -0.612 -0.064 -0.879
H -1.849223 -0.476598 2.798767 0.294 -0.894 -0.349
H -1.263916 -2.667206 1.097708 0.069 -0.416 -0.845
H 0.135973 -2.205681 1.962341 0.400 -0.215 -0.040
H 0.306922 -2.154414 0.170884 -0.061 -0.947 -0.007
O 2.358146 -0.727675 2.599084 0.401 -0.019 0.124
H 2.331564 -1.623342 2.938025 0.131 -0.182 0.098
H 1.450328 -0.548083 2.365088 -0.577 0.301 -0.312
```
Positions in Å, forces in eV/Å.

## Properties
HOMO (eV): -8.35
SMILES: CCCCN(C)C.O
Kohn-Sham gap (eV): 9.21
Calculated total energy (hartree): -368.75511
Energy relative to the best compared isomer or geometry (same formula, charge and spin) (kcal per mole): 28.7

And the natural (NBO) charges, in e, turn out to be:
1. C -0.61
2. C -0.40
3. C -0.40
4. C -0.22
5. N -0.47
6. C -0.42
7. C -0.40
8. H 0.21
9. H 0.20
10. H 0.20
11. H 0.20
12. H 0.21
13. H 0.21
14. H 0.20
15. H 0.20
16. H 0.17
17. H 0.17
18. H 0.21
19. H 0.20
20. H 0.18
21. H 0.18
22. H 0.21
23. O -0.94
24. H 0.46
25. H 0.48

---

3.
Formula: C4H8N
Source: OMol25
Level of theory: ωB97M-V/def2-TZVPD

```
13
Properties=species:S:1:pos:R:3:forces:R:3
C -0.929918 -0.978363 -0.989782 -0.338 0.540 -1.879
C 0.220557 -1.250611 -0.360961 -1.737 -1.042 -1.472
C -1.262701 0.150336 -0.065429 0.998 0.367 -2.121
C 1.479958 1.227084 0.410123 -4.201 -1.326 -0.013
N 0.091033 -0.187486 0.557992 1.310 4.170 -1.023
H -1.539448 -1.233361 -1.877924 0.778 -0.580 0.809
H 0.750999 -2.154124 -0.179728 1.031 -0.196 -0.272
H -1.494359 1.145402 -0.490987 0.895 -0.262 0.464
H -2.122846 -0.164628 0.427336 -1.168 -0.370 1.969
H 1.536234 1.574078 1.392280 0.257 0.445 1.411
H 2.129856 0.535441 0.064031 2.521 -1.659 -0.855
H 1.098399 1.911332 -0.325094 -0.350 0.075 -0.171
H 0.042236 -0.575102 1.438144 0.003 -0.162 3.152
```
Positions in Å, forces in eV/Å.

## Properties
HOMO (eV): -14.74
Kohn-Sham gap (eV): 10.01
Calculated total energy (hartree): -211.56498
Net charge: +1
Energy relative to the best compared isomer or geometry (same formula, charge and spin) (kcal per mole): 66.6

And the natural (NBO) charges, in e, turn out to be:
1. C -0.12
2. C -0.08
3. C -0.25
4. C -0.18
5. N -0.41
6. H 0.26
7. H 0.25
8. H 0.24
9. H 0.24
10. H 0.22
11. H 0.20
12. H 0.22
13. H 0.41

---

4.
Formula: C39H56F3N2O8Si
Source: OMol25
Level of theory: ωB97M-V/def2-TZVPD

```
109
Properties=species:S:1:pos:R:3:forces:R:3
C 0.633653 1.587721 7.058031 0.125 -0.942 -0.320
C -0.550726 1.189120 6.135908 0.933 0.635 -0.104
C -0.335209 -0.100685 5.395712 -0.141 1.002 -0.076
N 0.528621 -0.938064 5.826745 0.692 -1.711 -0.015
C 0.709960 -2.157590 4.999882 -1.326 1.137 -0.163
C 0.120824 -1.616573 3.658981 1.734 -1.883 -0.575
C -0.243769 -2.880541 2.835197 -0.891 0.501 -0.616
C -0.557916 -2.569678 1.339420 -0.123 -0.553 0.178
C 0.247586 -3.397862 0.303020 -0.101 0.517 0.118
C 1.267985 -2.558040 -0.508086 0.159 -0.269 -0.088
C 0.845995 -2.319380 -1.963642 -0.621 0.440 0.492
C -0.216792 -1.197752 -1.999123 -0.415 -0.805 -0.397
C -0.566682 -0.793699 -3.435850 0.045 -0.519 -0.171
C 0.591572 -0.146682 -4.227439 -0.345 0.158 0.577
Si 1.592348 1.173323 -3.319250 0.552 0.415 -0.558
C 2.973016 0.484485 -2.211599 -0.010 0.064 -0.282
C 2.502066 2.178558 -4.663487 -0.131 0.128 0.424
C 0.588852 2.423723 -2.316440 0.223 -0.348 -0.056
C 1.305915 3.377228 -1.601933 0.778 -0.238 -0.254
C 0.692090 4.350976 -0.857521 0.500 0.442 0.389
C -0.683743 4.384445 -0.768617 -0.140 0.782 0.528
C -1.419774 3.461296 -1.461681 -0.774 -0.067 0.000
C -0.788159 2.512951 -2.235033 -0.500 -0.784 -0.526
C 1.392032 -1.000374 3.012923 -0.631 0.386 -0.407
C 1.685839 0.346973 3.050089 -1.091 1.203 0.791
C 2.802621 0.909786 2.463759 0.302 -0.690 -0.272
C 3.642067 0.012194 1.823855 -0.141 1.008 0.242
C 3.292399 -1.317768 1.870548 1.336 -1.123 -0.803
N 2.222150 -1.856545 2.425202 -0.188 0.270 0.370
C -1.008030 -0.634146 4.097905 0.054 -0.442 1.494
C -2.207078 -1.457946 4.715144 -0.373 0.598 0.137
C -3.327956 -0.592133 5.333036 -0.358 -0.771 0.742
O -4.498350 -0.554479 4.494623 0.380 1.219 0.181
C -5.046451 0.698125 4.456186 -1.176 0.976 -1.910
O -5.613545 1.130943 3.474853 0.768 -1.109 1.410
C -1.502797 0.400454 3.067313 -0.736 -0.219 -1.109
F -2.000391 1.556242 3.693517 0.201 -0.151 0.378
C -2.619246 -0.104726 2.118401 0.846 0.583 -1.136
C -2.325648 0.351491 0.653442 -0.207 -0.441 0.237
H 1.565276 1.170812 6.651357 -0.076 0.275 -0.005
H 0.770067 2.667517 7.062851 -0.233 -0.099 0.321
H 0.538315 1.164471 8.061493 -0.079 0.378 -0.002
H -0.620040 1.983558 5.386362 -0.415 -0.302 -0.008
H -1.489584 1.175174 6.696012 0.023 -0.056 -0.205
H 1.120909 -0.901051 6.647684 -0.453 0.783 0.226
H 1.763999 -2.424264 4.957117 -0.170 -0.123 -0.099
H 0.076837 -2.958524 5.395067 0.349 -0.012 0.143
H 0.550277 -3.626088 2.910846 0.124 0.339 0.021
H -1.130450 -3.368515 3.260464 0.207 0.153 0.182
H -0.435113 -1.500243 1.133092 0.026 -0.153 0.036
H -1.622121 -2.796581 1.203207 0.131 0.170 -0.176
H -0.476688 -3.832828 -0.392071 0.232 -0.176 0.120
H 0.771999 -4.195079 0.839615 -0.147 -0.032 -0.205
H 2.245353 -3.054566 -0.482490 -0.085 0.161 0.066
H 1.353189 -1.584372 -0.009423 0.323 -0.128 -0.155
H 0.363786 -3.235112 -2.330406 0.195 0.154 -0.175
H 1.676535 -2.078721 -2.632273 0.071 -0.092 0.255
H -1.120090 -1.658928 -1.581877 0.104 0.283 0.176
H 0.024111 -0.354415 -1.336096 0.272 0.007 -0.328
H -0.835960 -1.725386 -3.957514 -0.062 0.140 0.111
H -1.493026 -0.206135 -3.452272 0.320 0.198 -0.018
H 1.299021 -0.931398 -4.528232 -0.044 0.207 -0.051
H 0.208603 0.296728 -5.154451 0.093 -0.058 0.092
H 3.383396 1.251302 -1.542914 -0.226 -0.086 -0.019
H 3.797590 0.225655 -2.890519 -0.166 -0.214 0.151
H 2.685345 -0.395848 -1.631289 0.110 0.157 0.010
H 2.296851 1.768361 -5.655828 0.115 0.041 0.110
H 3.580445 2.156034 -4.468554 -0.119 -0.047 -0.221
H 2.191645 3.230320 -4.641487 -0.016 -0.168 -0.058
H 2.393797 3.375797 -1.649508 -0.087 -0.006 0.012
H 1.331014 5.073541 -0.357299 -0.290 0.054 0.066
H -1.180036 5.151302 -0.181288 0.061 -0.083 -0.023
H -2.504442 3.473656 -1.404484 0.090 0.048 -0.056
H -1.411341 1.819620 -2.794357 0.102 0.015 0.064
H 0.978781 1.016553 3.540453 0.196 -0.020 -0.065
H 3.003500 1.973343 2.489729 -0.098 -0.057 0.033
H 4.533243 0.357048 1.314264 -0.025 -0.244 -0.003
H 3.981526 -2.014494 1.389412 -0.255 -0.036 0.091
H -1.849202 -2.099907 5.526845 0.115 0.046 -0.232
H -2.666505 -2.123628 3.983553 0.138 0.173 -0.056
H -3.631437 -1.066470 6.276633 0.042 0.064 -0.162
H -3.018132 0.422239 5.585374 0.050 -0.096 -0.255
H -4.974207 1.358640 5.344648 0.367 -0.690 0.080
H -0.711863 0.743981 2.398345 0.228 -0.087 0.488
H -3.567966 0.364059 2.372656 0.027 -0.464 0.405
H -2.679341 -1.190953 2.086522 -0.204 0.122 0.380
H -2.735621 -0.406001 -0.024557 -0.029 0.257 -0.013
H -1.254428 0.402214 0.432096 -0.142 0.119 0.040
H -2.788130 1.316273 0.433491 0.174 -0.067 0.013
C -5.281577 -1.559693 -1.906023 -0.334 0.093 0.348
C -5.183504 -2.104134 -3.308674 0.111 0.402 -0.267
O -3.827568 -2.513088 -3.385250 -0.251 -0.273 0.384
C -3.448952 -2.845488 -2.121867 0.234 -0.105 0.022
O -2.476263 -3.468509 -1.853310 -0.070 -0.019 0.039
O -4.332750 -2.371864 -1.205293 0.061 -0.001 -0.293
F -5.406727 -1.141258 -4.231841 0.027 -0.075 -0.035
H -4.977789 -0.512922 -1.848599 0.039 -0.012 -0.200
H -6.276605 -1.663340 -1.480349 0.105 -0.161 0.140
H -5.832952 -2.957863 -3.510207 -0.019 0.058 -0.114
C 5.662099 2.821816 -8.078042 0.269 0.326 0.226
C 4.426944 2.705144 -8.936099 0.187 -0.201 -0.410
O 4.004320 1.375566 -8.688985 0.002 0.406 0.419
C 4.422733 1.065561 -7.428701 -0.016 -0.493 0.217
O 4.022869 0.144024 -6.800433 0.066 -0.017 -0.036
O 5.350269 1.951151 -6.986229 -0.199 0.030 -0.313
F 4.719660 2.838077 -10.251514 -0.091 0.005 0.011
H 6.554375 2.458915 -8.590366 -0.125 -0.045 -0.160
H 5.841190 3.836537 -7.730654 -0.064 -0.086 0.204
H 3.625217 3.397306 -8.671557 -0.009 0.023 -0.134
```
Positions in Å, forces in eV/Å.

## Properties
HOMO (eV): -10.81
Kohn-Sham gap (eV): 7.35
Calculated total energy (hartree): -2820.00274
Net charge: +1

Atom charges from the Löwdin analysis, given in e for atoms 1 to 99:
1. C -0.06
2. C -0.12
3. C -0.12
4. N 0.16
5. C -0.02
6. C -0.27
7. C -0.12
8. C -0.16
9. C -0.16
10. C -0.21
11. C -0.19
12. C -0.23
13. C -0.25
14. C -0.23
15. Si 0.62
16. C -0.15
17. C -0.16
18. C -0.25
19. C -0.12
20. C -0.10
21. C -0.10
22. C -0.11
23. C -0.10
24. C -0.23
25. C -0.02
26. C -0.02
27. C -0.04
28. C -0.13
29. N 0.15
30. C -0.19
31. C -0.05
32. C -0.15
33. O -0.02
34. C -0.32
35. O 0.09
36. C -0.22
37. F 0.00
38. C -0.13
39. C -0.06
40. H 0.07
41. H 0.09
42. H 0.09
43. H 0.12
44. H 0.13
45. H 0.18
46. H 0.15
47. H 0.14
48. H 0.11
49. H 0.11
50. H 0.09
51. H 0.11
52. H 0.09
53. H 0.11
54. H 0.11
55. H 0.08
56. H 0.12
57. H 0.10
58. H 0.08
59. H 0.09
60. H 0.11
61. H 0.09
62. H 0.08
63. H 0.08
64. H 0.02
65. H 0.04
66. H 0.00
67. H 0.02
68. H 0.03
69. H 0.03
70. H 0.10
71. H 0.11
72. H 0.11
73. H 0.11
74. H 0.09
75. H 0.11
76. H 0.12
77. H 0.12
78. H 0.12
79. H 0.12
80. H 0.13
81. H 0.14
82. H 0.09
83. H 0.16
84. H 0.13
85. H 0.10
86. H 0.10
87. H 0.07
88. H 0.06
89. H 0.08
90. C -0.05
91. C -0.31
92. O 0.14
93. C -0.55
94. O 0.17
95. O 0.06
96. F 0.08
97. H 0.14
98. H 0.14
99. H 0.18

---

5.
Formula: C3H3N3O
Source: OMol25
Level of theory: ωB97M-V/def2-TZVPD

```
10
Properties=species:S:1:pos:R:3:forces:R:3
H -2.266902 0.818261 0.845617 -0.798 -1.007 -1.163
N -2.138151 -0.114235 0.342660 0.985 2.344 2.144
C -0.905676 -0.079156 0.071744 1.756 -1.254 -3.475
C 0.119030 1.070639 -0.337329 -0.368 1.381 2.682
N 1.412150 1.029786 -0.119805 -1.441 0.748 0.464
O 1.982156 -0.207134 0.559988 -5.788 -0.465 -3.844
C 1.028678 -1.166131 -0.046364 0.044 -4.428 -0.482
N -0.246405 -1.315179 -0.406716 2.320 4.300 2.778
H -0.385942 2.147375 -0.600232 1.776 -2.796 0.148
H 1.401060 -2.184229 -0.309564 1.514 1.179 0.748
```
Positions in Å, forces in eV/Å.

## Properties
HOMO (eV): -10.20
SMILES: [H]/N=c1\cnocn1
Kohn-Sham gap (eV): 9.68
Calculated total energy (hartree): -355.43579
Energy relative to the best compared isomer or geometry (same formula, charge and spin) (kcal per mole): 128.1

And the natural (NBO) charges, in e, turn out to be:
1. H 0.34
2. N -0.56
3. C 0.32
4. C -0.05
5. N -0.09
6. O -0.33
7. C 0.35
8. N -0.43
9. H 0.25
10. H 0.20

---

6.
Formula: CH3N4
Source: OMol25
Level of theory: ωB97M-V/def2-TZVPD

```
8
Properties=species:S:1:pos:R:3:forces:R:3
C -0.926898 0.071308 0.481558 4.287 -0.957 1.656
N -0.486574 -0.162467 -0.605080 0.667 -3.241 -5.118
N 2.688319 -0.777180 -1.854906 -0.976 -0.163 0.014
N 3.741116 -0.559058 -1.721251 0.895 0.160 0.045
N -1.607665 0.578195 1.395342 -3.075 0.692 0.968
H 0.297971 -0.817026 -0.954278 -0.632 1.711 0.224
H -2.577021 0.308180 1.482781 -1.084 0.858 0.469
H -1.129248 1.358048 1.775833 -0.082 0.939 1.742
```
Positions in Å, forces in eV/Å.

## Properties
2S+1: 3
HOMO (spin up / spin down) (eV): -12.28 / -18.14
Expectation value of S²: 2.0111
Kohn-Sham gap (spin up / spin down) (eV): 7.78 / 7.83
Calculated total energy (hartree): -258.44809
Net charge: +1
Energy relative to the best compared isomer or geometry (same formula, charge and spin) (kcal per mole): 10.2

And the natural (NBO) charges, in e, turn out to be:
1. C 0.33
2. N -0.19
3. N -0.07
4. N 0.07
5. N -0.50
6. H 0.46
7. H 0.44
8. H 0.47